No. 1
Molecular formula: C19H62N10O10
Method: DFT, ωB97M-V/def2-TZVPD

The geometry in XYZ format:
```
101
Properties=species:S:1:pos:R:3:lowdin_charge:R:1
H 13.430 -19.042 25.186 0.093
H 11.815 -22.421 25.739 0.032
O 17.314 -25.631 26.559 0.000
H 8.057 -27.176 30.517 0.099
H 16.374 -26.307 28.783 0.096
H 13.706 -21.942 30.161 0.124
H 15.031 -19.572 32.068 0.083
O 16.913 -31.462 27.727 -0.175
C 14.899 -27.914 25.302 -0.659
C 10.594 -24.581 24.671 -0.204
N 15.677 -27.174 24.476 0.186
O 12.961 -30.219 29.305 -0.041
H 16.299 -22.966 32.374 0.070
N 8.954 -27.054 30.095 0.142
H 8.828 -22.979 22.392 0.087
H 17.877 -33.637 27.167 0.142
H 14.243 -18.231 26.427 0.089
H 11.464 -26.394 23.811 0.128
H 10.429 -22.541 23.165 0.083
C 13.504 -22.275 26.877 -0.391
C 13.948 -24.443 30.960 -0.102
H 9.716 -27.856 25.378 0.074
C 16.950 -24.882 27.465 -0.674
C 10.926 -26.068 24.710 -0.389
H 13.845 -26.996 28.021 0.017
H 13.559 -24.405 26.026 0.061
C 16.179 -35.022 26.793 -0.064
H 16.187 -24.641 29.322 0.070
H 15.975 -34.113 29.300 0.069
H 15.446 -21.557 30.202 0.132
C 14.302 -20.313 32.403 -0.075
H 15.810 -32.381 26.186 0.123
H 13.191 -28.171 28.785 0.007
H 14.870 -23.880 27.005 0.041
H 17.056 -29.395 27.608 0.099
H 13.379 -19.916 31.961 0.081
N 14.334 -28.989 24.709 0.169
C 13.790 -23.757 26.868 -0.045
C 14.371 -21.506 25.860 -0.207
H 13.722 -21.815 27.846 0.124
H 14.091 -20.160 33.465 0.079
H 12.033 -27.450 25.698 0.063
O 15.474 -28.468 30.456 -0.060
C 9.125 -26.648 28.809 -0.678
O 13.293 -27.209 28.809 -0.088
H 17.639 -23.044 26.695 0.107
H 12.950 -24.378 30.510 0.102
H 12.792 -30.577 28.425 0.051
H 13.827 -24.408 32.047 0.087
H 15.885 -22.132 33.655 0.078
N 16.561 -25.325 28.684 0.202
H 13.910 -22.405 32.631 0.122
H 17.282 -33.254 29.369 0.071
H 9.834 -27.299 30.509 0.086
H 10.056 -24.360 25.599 0.141
H 16.163 -35.060 25.706 0.074
H 11.243 -26.995 28.825 0.052
H 14.991 -29.242 30.148 -0.001
H 16.699 -35.920 27.132 0.076
C 16.106 -32.529 27.229 -0.215
H 15.156 -35.116 27.168 0.076
H 14.963 -27.722 30.116 -0.012
N 17.109 -23.522 27.395 0.153
C 9.650 -26.939 24.785 -0.045
H 14.617 -29.126 23.757 0.102
H 15.415 -29.997 27.729 0.065
H 13.304 -30.966 29.810 0.057
C 14.662 -22.168 30.653 -0.194
H 12.923 -19.370 26.820 0.074
H 16.318 -30.095 26.230 0.072
C 13.812 -19.209 26.208 -0.128
C 16.852 -33.838 27.487 -0.438
N 15.970 -22.044 32.643 0.040
N 11.893 -26.448 25.751 0.034
O 8.161 -26.314 28.108 -0.013
H 16.001 -27.485 23.581 0.102
H 16.227 -26.450 24.925 0.077
O 14.889 -23.540 30.462 -0.226
C 16.404 -30.218 27.315 -0.126
H 9.472 -27.358 23.792 0.074
C 9.474 -23.073 23.261 -0.105
H 14.229 -25.478 30.755 0.072
H 13.959 -21.599 24.844 0.128
C 14.630 -21.739 32.135 -0.456
O 14.632 -27.580 26.471 -0.023
H 11.482 -23.950 24.567 0.101
O 14.790 -20.205 26.220 -0.163
H 13.368 -24.307 27.712 0.085
H 10.506 -26.800 27.330 0.043
H 16.645 -22.933 28.065 0.092
N 12.076 -22.002 26.620 0.057
H 13.679 -29.582 25.177 0.108
H 15.266 -22.106 25.650 0.109
O 9.800 -24.421 23.515 -0.185
H 8.770 -26.376 25.085 0.079
N 16.924 -34.098 28.924 0.033
H 15.191 -32.515 27.841 0.117
H 12.845 -26.111 25.744 0.031
H 8.925 -22.581 24.074 0.090
N 10.389 -26.791 28.333 0.163
H 11.944 -21.006 26.571 0.037
```

Calculated values
- E (eV) = -56084.9497
- frontier orbital gap (eV) = 8.664
- HOMO (eV) = -8.859
- charge = 0
- ΔE to the lowest compared entry with this formula, charge and spin (kcal/mol) = 1.1
- max |F| (eV/A) = 2.064


No. 2
Molecular formula: C18H22BrN3O4S2
Method: DFT, ωB97M-V/def2-TZVPD

The geometry in XYZ format:
```
50
Properties=species:S:1:pos:R:3:lowdin_charge:R:1
C -2.051 0.479 -1.251 -0.469
O -2.013 0.375 1.727 -0.267
C 2.876 -0.485 0.145 -0.154
H -2.668 -2.550 1.413 0.120
H -4.651 2.200 1.141 0.109
N -0.775 0.294 -0.879 -0.048
C -0.306 -1.053 -0.610 -0.110
C 1.044 -1.277 -1.302 -0.134
H 5.650 2.525 0.126 0.096
C 2.654 -1.476 1.097 -0.024
O -2.787 -0.463 -1.511 0.010
H 5.854 0.616 1.378 0.100
C 5.526 1.880 -0.751 -0.085
H -4.036 -4.210 -0.102 0.109
C -5.299 -2.535 -0.595 -1.040
H 0.893 -1.203 -2.385 0.131
C 4.947 0.038 1.292 -0.030
H 5.508 2.497 -1.648 0.094
C 0.187 1.295 -0.481 -0.115
C -4.030 -1.013 0.804 -0.627
H 0.343 1.218 0.603 0.135
H 1.428 -2.273 -1.081 0.124
S -3.444 0.418 1.654 0.608
C 4.068 0.271 0.249 -0.198
C 4.694 -0.950 2.232 -0.098
N -3.938 1.672 0.664 -0.134
C 3.551 -1.713 2.125 -0.097
S -5.406 -0.858 -0.198 1.030
Br -6.529 -3.313 -1.759 0.728
H -0.166 2.296 -0.718 0.115
O -4.189 0.528 2.875 -0.283
C 1.517 1.042 -1.216 -0.125
C -4.265 -3.168 0.025 -0.193
H 5.398 -1.117 3.033 0.100
C -2.579 1.902 -1.363 -0.077
H 1.347 1.125 -2.296 0.133
H -1.056 -1.750 -0.987 0.126
H 1.762 -2.079 1.047 0.098
N 2.027 -0.281 -0.943 -0.090
H -3.497 1.847 -1.951 0.126
C -3.533 -2.278 0.837 -0.145
H 2.247 1.789 -0.919 0.117
H 3.343 -2.490 2.845 0.101
H -1.873 2.555 -1.876 0.113
C -2.915 2.474 0.019 -0.218
O 4.293 1.206 -0.733 -0.112
H -2.020 2.485 0.651 0.104
H -3.285 3.495 -0.093 0.128
H 6.367 1.182 -0.810 0.097
H -0.217 -1.168 0.476 0.118
```

Calculated values
- E (eV) = -123395.2150
- frontier orbital gap (eV) = 8.124
- HOMO (eV) = -7.628
- charge = 0
- ΔE to the lowest compared entry with this formula, charge and spin (kcal/mol) = 4.8
- max |F| (eV/A) = 0.904


No. 3
Molecular formula: C19H27N7O2S
Method: DFT, ωB97M-V/def2-TZVPD

The geometry in XYZ format:
```
56
Properties=species:S:1:pos:R:3:lowdin_charge:R:1
H 1.101 -4.919 -0.636 0.080
O 0.909 4.857 -0.310 0.052
N -1.756 1.119 0.641 -0.063
N 2.296 -1.289 -0.092 0.035
C 4.563 2.382 0.459 -0.449
C -2.828 0.348 0.355 -0.340
H -5.801 -1.832 -0.287 0.112
C 0.166 1.365 -0.836 -0.124
C 1.331 -3.862 -0.527 -0.077
H -1.870 3.013 -1.319 0.133
H -2.305 -3.297 -0.592 0.066
C 2.829 -3.678 -0.297 -0.429
S 4.821 -1.648 -0.106 1.099
H -6.322 1.842 0.541 0.075
C -3.376 -3.137 -0.512 -0.029
C -1.864 2.549 0.792 -0.120
C -6.435 0.787 0.311 -0.033
N 0.092 2.797 -0.655 -0.046
H -0.433 1.093 -1.713 0.135
H 5.881 0.902 0.081 0.146
H -1.244 4.332 -0.288 0.121
C -5.088 0.143 0.213 -0.329
C 2.533 3.168 -0.739 -0.075
C -1.268 3.251 -0.435 -0.106
H 1.187 1.028 -0.978 0.074
H 2.589 2.357 -1.463 0.110
N 4.882 1.058 0.163 0.109
C -3.649 -1.705 -0.176 -0.328
C 3.111 2.732 0.618 -0.090
N -2.597 -0.934 0.050 0.165
H 3.074 -5.477 0.872 0.080
C 4.096 -0.043 0.044 -0.587
H 4.361 -4.292 1.114 0.064
H 3.383 -4.079 -1.155 0.138
H -3.857 -3.402 -1.453 0.081
H -6.973 0.676 -0.629 0.081
C -4.945 -1.205 -0.102 -0.003
H -3.779 -3.784 0.266 0.083
H -1.309 2.850 1.687 0.132
O 5.473 3.167 0.551 0.101
H 2.768 -4.029 1.836 0.090
H -0.431 -0.418 0.238 0.099
N 2.807 -0.070 0.026 -0.005
H 0.203 0.890 1.271 0.124
H 3.119 4.012 -1.109 0.130
H 3.047 3.579 1.304 0.137
H -2.916 2.805 0.907 0.110
H 2.552 1.883 1.009 0.094
N -4.037 0.916 0.438 0.164
H 1.016 -3.337 -1.424 0.079
C 1.109 3.680 -0.549 -0.459
H -7.020 0.308 1.094 0.082
H 0.772 -3.461 0.314 0.079
C 3.290 -4.416 0.964 -0.073
C 3.152 -2.233 -0.175 -0.559
C -0.414 0.659 0.397 -0.135
```

Calculated values
- E (eV) = -45503.7095
- frontier orbital gap (eV) = 8.173
- HOMO (eV) = -7.884
- charge = 0
- ΔE to the lowest compared entry with this formula, charge and spin (kcal/mol) = 0.1
- max |F| (eV/A) = 1.560


No. 4
Molecular formula: C12H24AlBrO3P
Method: DFT, ωB97M-V/def2-TZVPD

The geometry in XYZ format:
```
42
Properties=species:S:1:pos:R:3:lowdin_charge:R:1
H -1.366 3.170 0.977 0.088
H 5.107 -0.141 0.364 0.079
P -5.118 0.936 1.238 0.291
H -6.026 -0.294 -1.562 -0.124
H 0.659 -1.511 -3.712 0.064
Al -4.925 0.779 -1.070 -0.013
H -3.823 0.857 3.041 0.047
H 4.976 -3.275 0.135 0.079
H 1.072 2.765 0.671 0.139
H 0.744 0.725 2.940 0.083
H 3.656 0.187 -0.612 0.082
C -1.528 -0.450 -4.127 -0.113
C 4.335 -0.598 -0.262 -0.063
H -5.328 2.151 -1.818 -0.132
H 0.322 -1.628 -0.927 0.050
C 1.204 1.090 2.015 -0.067
H 2.269 1.235 2.229 0.074
H -1.444 -0.403 -5.299 0.059
C -0.917 2.220 1.285 -0.061
H -1.082 1.482 0.493 0.051
H -3.749 0.527 -4.074 0.069
C -0.555 -1.137 -1.567 -0.083
C -1.923 -0.571 -0.790 -0.097
C -2.882 0.107 -3.391 -0.109
H 4.813 -1.022 -1.153 0.079
Br -6.504 -0.791 1.914 -0.002
H 3.925 -3.542 1.520 0.080
O 2.563 -2.220 -0.340 -0.074
H 1.103 0.319 1.246 0.071
C -3.109 0.058 -1.735 -0.256
C 0.566 2.396 1.570 -0.495
O 0.737 3.378 2.589 -0.070
O -3.622 0.611 2.071 -0.557
H 3.003 -2.626 -1.106 0.096
H -1.453 1.894 2.184 0.065
H 3.063 -1.211 1.361 0.125
H -2.064 -0.624 0.373 0.069
C 3.569 -1.666 0.503 -0.503
H 5.269 -2.382 1.646 0.078
C -0.321 -1.080 -3.191 -0.118
H 0.291 3.058 3.391 0.088
C 4.492 -2.774 0.982 -0.068
```

Calculated values
- E (eV) = -104898.7369
- frontier orbital gap (eV) = 6.880
- HOMO (eV) = -4.425
- charge = -1
- ΔE to the lowest compared entry with this formula, charge and spin (kcal/mol) = 94.8
- max |F| (eV/A) = 5.506


No. 5
Molecular formula: C26H26N6O4
Method: DFT, ωB97M-V/def2-TZVPD

The geometry in XYZ format:
```
62
Properties=species:S:1:pos:R:3:lowdin_charge:R:1
C -1.464 -1.747 -2.611 -0.066
C -3.785 4.393 -3.576 -0.039
H -4.405 -4.109 1.367 0.092
C -3.757 -0.565 -3.975 -0.041
H -1.639 3.974 -1.939 0.135
H -0.284 -0.699 -0.270 0.142
C 0.068 -3.869 0.750 -0.198
H -4.622 -0.240 -4.566 0.086
N -4.291 0.371 -0.440 -0.328
H -2.811 -1.167 1.020 0.124
C -3.095 0.757 0.228 -0.136
H -4.369 1.938 -4.554 0.128
O -0.538 0.474 3.909 -0.016
H -3.117 -1.150 -4.648 0.076
C -0.449 -5.992 3.884 -0.048
C -2.158 -0.365 0.633 -0.112
C -2.050 0.598 -2.454 -0.093
H -4.476 4.677 -2.766 0.095
H -4.375 4.302 -4.495 0.079
C -2.961 2.075 0.680 -0.079
C -1.426 -2.824 -1.792 -0.017
N -1.485 -2.426 -0.489 0.003
N -1.682 -0.616 -1.870 0.057
O -5.109 1.284 -0.740 -0.007
H -1.140 -6.843 3.936 0.083
H 2.120 -3.915 0.255 0.081
H -4.147 -1.211 -3.178 0.085
C -2.288 -3.783 1.397 -0.196
C -3.087 3.093 -3.261 -0.246
C -1.378 1.533 2.198 -0.340
C -1.213 -3.312 0.612 -0.142
C -0.727 -5.154 2.668 -0.257
H -3.850 -2.893 0.191 0.061
O -4.511 -0.834 -0.745 0.002
N -0.786 1.748 3.434 0.125
H 1.309 -2.460 -0.350 0.077
H -1.421 -1.749 -3.692 0.121
H 0.578 -6.364 3.869 0.074
H -3.062 5.210 -3.696 0.085
H -1.389 -3.867 -2.087 0.147
C -2.018 3.044 -2.377 0.023
O -0.905 -1.709 3.296 0.045
C -0.337 1.728 -1.102 0.157
C 0.299 -4.770 1.793 -0.001
H -2.857 -5.070 3.027 0.130
C 1.190 -3.538 -0.186 -0.035
C -1.351 -0.942 -0.451 -0.146
H 1.310 -5.155 1.937 0.116
C -1.415 1.805 -1.976 -0.209
H -0.071 2.622 -0.541 0.089
H -3.577 2.849 0.219 0.125
H -0.585 -5.396 4.797 0.091
C -1.380 0.162 1.822 -0.033
C -3.072 0.644 -3.421 -0.173
H 1.074 -4.026 -1.165 0.084
H 0.392 0.932 -1.213 0.089
N -0.957 -0.539 2.928 -0.147
C -2.027 -4.716 2.401 -0.006
H -3.939 -2.506 1.922 0.097
N -2.066 2.467 1.581 0.103
C -3.557 1.898 -3.828 0.045
C -3.688 -3.293 1.194 -0.039
```

Calculated values
- E (eV) = -44503.7077
- frontier orbital gap (eV) = 4.849
- HOMO (eV) = -7.476
- charge = 0
- ΔE to the lowest compared entry with this formula, charge and spin (kcal/mol) = 308.6
- max |F| (eV/A) = 4.119


No. 6
Molecular formula: C32H37BrN4O2Tl
Method: DFT, ωB97M-V/def2-TZVPD

The geometry in XYZ format:
```
77
Properties=species:S:1:pos:R:3:lowdin_charge:R:1
H -1.191 -1.168 4.858 0.056
H 2.219 2.065 -1.288 0.083
H -2.878 2.771 -6.121 0.096
C -4.152 -0.794 0.432 -0.058
Tl -0.467 -0.287 0.853 1.095
N 3.572 1.687 0.240 -0.074
C 1.953 -4.111 -2.357 -0.150
C 0.402 -2.577 -3.367 -0.107
N 3.008 2.030 2.484 -0.097
C 0.674 -1.624 -2.373 -0.161
C -0.210 -3.838 1.751 -0.046
H -3.683 0.753 2.798 0.063
C -2.683 -1.136 2.529 -0.337
H -4.276 -0.508 3.865 0.072
O 1.428 2.066 0.855 -0.054
C -1.651 2.782 -0.247 -0.159
H -1.788 0.639 -5.486 0.106
C -0.916 -2.021 4.234 -0.065
H 5.623 2.085 0.227 0.120
C -2.637 4.296 -1.794 -0.029
H -3.112 5.234 -2.057 0.109
H 3.047 0.511 -1.419 0.079
C -1.956 1.406 -4.741 -0.030
C 5.114 0.989 2.014 -0.155
C -2.417 3.335 -2.810 -0.164
C -2.576 2.613 -5.093 -0.095
H -1.180 -2.924 4.797 0.071
Br 0.659 -5.074 -4.729 0.642
N -0.945 -0.112 -3.262 0.107
H 3.929 2.033 -1.779 0.088
H -4.155 -1.108 -0.612 0.061
C -1.787 2.119 -2.443 -0.143
H 0.173 -2.016 4.141 0.069
C 3.172 1.562 -1.147 -0.038
C 2.227 -3.201 -1.376 -0.027
H -0.308 -2.315 -4.139 0.100
H -2.393 4.745 0.285 0.099
C 1.024 -3.795 -3.360 -0.710
H 6.175 0.933 2.259 0.111
C 0.038 -0.321 -2.463 -0.113
C 1.586 -1.916 -1.306 -0.445
C -2.249 4.032 -0.515 -0.052
H -3.286 4.511 -4.397 0.101
O 1.815 -1.131 -0.332 -0.212
H 0.756 -3.448 1.415 0.065
H -5.136 -1.037 0.848 0.072
H -1.340 2.536 0.764 0.073
C 2.604 1.944 1.171 -0.494
H 2.340 2.082 4.445 0.084
H 4.652 0.030 2.255 0.125
C 2.033 2.446 3.464 -0.041
H 2.446 -5.076 -2.367 0.090
C -3.372 -0.116 3.384 -0.065
H -2.722 0.251 4.182 0.057
H 5.171 0.404 -0.059 0.125
H -2.524 -4.249 -0.426 0.076
C -2.807 3.572 -4.147 -0.065
H 4.855 3.054 2.594 0.126
H -4.072 0.298 0.430 0.061
H 2.928 -3.437 -0.584 0.104
H -0.476 -4.646 1.066 0.071
C -2.170 -2.468 0.737 -0.332
C 4.932 1.288 0.539 -0.171
H -2.975 -2.758 -1.243 0.064
H 4.518 1.900 3.888 0.115
H 1.065 2.019 3.213 0.079
C -1.286 -2.792 1.796 -0.341
C 4.413 2.070 2.815 -0.173
N -1.435 1.869 -1.155 0.096
C -2.239 -3.201 -0.571 -0.040
H 0.477 0.472 -1.853 0.091
H -1.285 -3.203 -1.107 0.062
H 1.924 3.536 3.513 0.090
H -0.053 -4.285 2.737 0.066
C -1.598 -1.967 2.899 -0.335
C -3.035 -1.441 1.196 -0.339
C -1.528 1.134 -3.455 -0.202
```

Calculated values
- E (eV) = -118578.8387
- frontier orbital gap (eV) = 6.132
- HOMO (eV) = -3.726
- charge = -1
- ΔE to the lowest compared entry with this formula, charge and spin (kcal/mol) = 0.0
- max |F| (eV/A) = 0.501


No. 7
Molecular formula: C12H32Br2N2O9P
Method: DFT, ωB97M-V/def2-TZVPD

The geometry in XYZ format:
```
58
Properties=species:S:1:pos:R:3:lowdin_charge:R:1
C -1.693 0.369 0.068 -0.111
H 2.958 -2.404 1.943 0.087
H -0.815 3.441 -2.661 0.031
O 4.897 0.546 2.336 -0.048
C -1.758 -1.652 0.969 -0.339
H 3.968 -0.256 -3.858 0.040
H 1.764 -0.332 -2.748 0.082
N -2.505 -0.604 0.594 0.221
H 0.840 1.569 0.172 0.145
H -3.053 3.260 1.619 0.102
O -5.967 0.794 -1.710 -0.047
O 3.586 -1.083 -4.172 -0.048
H 2.794 0.144 2.613 0.043
O 7.784 1.112 3.253 -0.057
C -0.418 -0.106 0.108 -0.121
C -3.239 -3.601 0.989 -0.755
Br -3.996 -5.061 1.895 0.819
H 0.837 6.594 -4.148 0.048
N -0.477 -1.391 0.681 -0.085
H 2.094 -1.101 3.635 0.081
H 5.067 1.478 2.151 0.065
H 2.886 -0.809 -4.775 0.042
P 0.812 -2.580 1.044 1.015
H -2.333 1.701 -1.482 0.137
O 0.696 0.882 -1.749 -0.121
H -1.617 2.491 -0.114 0.127
H 1.720 0.079 -0.153 0.098
C -2.362 -2.817 1.617 -0.717
C -2.276 1.669 -0.401 -0.136
Br -1.842 -3.048 3.424 0.769
H -6.096 0.066 -1.096 0.022
H -2.930 1.580 2.149 0.089
O -3.554 1.859 0.164 -0.183
H 0.405 -3.300 -1.221 0.037
H -1.029 4.903 -2.342 0.024
H 6.959 0.640 3.101 -0.013
H -2.808 -3.589 -1.115 0.093
C 0.799 0.610 -0.346 -0.110
C 2.013 -0.611 2.672 -0.132
H 2.109 -2.737 -1.047 0.036
C 1.290 -3.285 -0.592 -0.236
H 1.052 -0.112 2.567 0.058
H -4.395 -4.150 -0.684 0.067
H -3.504 -0.531 0.692 0.182
H -5.213 1.282 -1.359 0.006
H 7.922 1.051 4.203 0.042
O -1.347 4.022 -2.108 -0.055
H 2.813 -1.200 0.716 0.057
H 5.493 0.075 1.742 0.057
H 1.061 5.127 -4.478 0.043
H 1.590 -4.302 -0.370 0.038
O 1.943 0.537 -2.356 -0.027
C -3.643 -3.407 -0.444 -0.096
C 2.287 -1.636 1.563 -0.420
C -3.496 2.272 1.519 -0.070
O 0.530 5.709 -3.925 -0.047
H -4.089 -2.438 -0.635 0.074
H -4.512 2.281 1.891 0.100
```

Calculated values
- E (eV) = -183735.2567
- frontier orbital gap (eV) = 9.003
- HOMO (eV) = -12.122
- charge = +1
- max |F| (eV/A) = 1.608


Q: What is the frontier orbital gap in the sixth record?
A: 6.132 eV